w:
DFT (ωB97M-V/def2-TZVPD) results for a 3-piece molecular cluster, C2H10NO2 overall.

Properties
Charge: +1

Cartesian coordinates (Å):
C 0.06 -0.34 -0.13
C 0.38 -1.65 0.07
N -1.23 0.40 -0.14
H 0.97 0.33 -0.24
H 1.41 -1.98 -0.22
H -0.38 -2.43 0.21
H -1.43 0.73 0.79
H -1.18 1.06 -0.89
H -2.04 -0.22 -0.51
H 4.24 -0.16 -2.39
H 4.86 1.13 -1.73
O 4.29 0.38 -1.53
H -3.93 1.38 2.06
H -2.92 0.43 2.76
O -3.09 0.94 1.90

=====

x:
DFT (ωB97M-V/def2-TZVPD) results for a 2-piece molecular cluster, C2H10NO2 overall.

Properties
Charge: +1

Cartesian coordinates (Å):
C 1.59 0.31 0.07
O 2.06 -0.72 0.92
C 0.11 0.23 -0.01
N -0.49 0.57 -1.35
H 1.79 1.22 0.60
H 2.18 0.39 -0.90
H 2.98 -0.66 1.19
H -0.40 0.90 0.72
H -0.23 -0.78 0.08
H -1.42 0.13 -1.34
H -0.35 1.53 -1.54
H -0.05 -0.05 -2.04
H -2.76 -1.23 0.84
H -3.37 0.22 0.75
O -2.71 -0.39 0.43

=====

Most stable = x

=====

w:
DFT (ωB97M-V/def2-TZVPD) results for a 17-piece molecular cluster, H35O17 overall.

Properties
Charge: +1

Cartesian coordinates (Å):
O 4.07 1.78 1.31
H 4.39 1.59 0.42
H 4.64 1.26 1.90
O 1.12 -4.29 2.44
H 1.38 -5.22 2.54
H 0.24 -4.32 2.05
O -2.01 2.62 -2.03
H -2.16 2.97 -2.93
H -1.87 3.49 -1.58
O 1.44 2.15 1.92
H 2.21 2.30 1.35
H 1.54 1.27 2.27
O -0.48 1.01 0.46
H 0.32 1.51 0.80
O -1.81 -1.07 2.88
H -0.95 -1.52 2.84
H -2.09 -1.53 3.68
O 1.67 -2.30 -0.16
H 2.56 -1.96 -0.31
H 1.75 -3.16 0.28
O 1.06 2.50 -1.73
H 0.93 1.57 -1.99
H 0.34 2.92 -2.20
O 0.59 -0.26 -2.18
H -2.17 -0.36 -1.88
H 0.93 -0.82 -1.48
O -1.24 -2.40 -0.32
H -1.03 -2.47 -1.25
H -0.47 -2.10 0.20
O 3.85 -1.62 -1.99
H 4.73 -1.89 -2.23
H 3.35 -1.14 -2.67
O -0.75 4.37 -0.58
H 0.13 4.01 -0.41
H -0.95 5.15 -0.07
O 0.86 -1.92 3.55
H 1.29 -1.42 4.26
H 1.46 -2.64 3.32
O -3.35 -0.14 1.01
H -3.08 0.81 1.26
H -2.59 -0.73 1.27
O -0.95 -2.03 -3.27
H -1.65 -2.34 -3.87
H -0.18 -2.22 -3.81
O -2.91 0.12 -1.47
H -3.15 0.82 -2.08
H -3.24 -0.07 -0.01
O -2.91 2.37 1.22
H -2.23 2.41 0.50
H -2.41 2.91 1.84
H -0.09 0.67 -0.36
H -0.12 -0.61 -2.73

=====

x:
DFT (ωB97M-V/def2-TZVPD) results for H35O17 as an isolated structure.

Properties
Charge: +1

Cartesian coordinates (Å):
O 3.30 -0.58 4.30
H 4.08 -1.13 4.18
H 2.48 -1.01 4.06
O -2.36 -3.95 -1.17
H -3.17 -4.23 -0.73
H -1.66 -4.48 -0.80
O -2.19 0.51 -3.81
H -1.36 0.06 -4.00
H -2.90 -0.13 -3.85
O 1.26 2.95 1.82
H 1.57 3.74 2.25
H 1.85 2.25 2.19
O -0.61 -0.19 2.81
H -0.51 -1.05 3.23
O -3.32 -1.44 -1.53
H -3.54 -1.10 -2.40
H -2.62 -2.10 -1.71
O -0.62 -4.11 1.85
H -1.27 -4.69 2.24
H 0.02 -3.94 2.54
O 2.10 1.05 -0.08
H 2.31 1.59 0.68
H 2.11 1.42 -0.96
O 0.42 -0.99 -1.52
H 0.92 5.22 -0.70
H -0.37 -0.95 -0.97
O 0.79 -0.98 -5.00
H 1.73 -0.98 -4.80
H 0.66 -0.10 -5.38
O 3.49 1.59 2.58
H 4.07 1.15 1.94
H 3.21 0.82 3.13
O -1.58 0.56 -0.01
H -2.02 -0.23 0.32
H -1.07 1.06 0.63
O -1.38 -2.30 4.51
H -1.71 -1.70 5.18
H -1.97 -2.39 3.75
O -0.92 3.85 -1.53
H -1.71 2.49 -1.45
H -0.16 4.13 -1.00
O 3.45 -2.52 -2.24
H 2.56 -2.79 -2.47
H 3.52 -2.07 -1.40
O 0.25 4.64 -0.34
H 0.61 4.05 0.34
H -1.43 4.64 -1.73
O -2.60 1.98 -1.64
H -2.63 1.31 -0.79
H -2.32 1.22 -2.23
H 0.19 0.31 2.71
H 1.03 -0.44 -1.03

=====

Most stable = w

=====

w:
DFT (ωB97M-V/def2-TZVPD) results for H35O17 as an isolated structure.

Properties
Charge: +1

Cartesian coordinates (Å):
O -2.32 0.97 0.68
H -1.94 1.19 2.36
H -3.21 1.22 0.50
O -0.79 -1.79 -0.07
H -2.39 -3.48 0.59
H -1.87 1.12 -0.14
O 3.22 2.32 2.20
H 3.23 2.04 3.06
H 4.01 2.51 1.81
O 4.10 -0.94 0.34
H 3.96 -0.42 -0.52
H 1.12 -0.95 -3.51
O 0.68 3.33 3.48
H 1.21 1.51 -0.80
O -2.54 -2.86 -2.90
H -3.28 -2.30 -3.26
H -2.37 -2.58 -2.05
O -2.73 0.58 -1.93
H -3.12 0.50 -2.89
H -3.42 0.34 -1.28
O 1.09 0.46 -1.07
H 1.37 3.65 2.85
H 1.14 0.66 -2.06
O 0.61 -4.19 0.96
H 2.88 4.85 -0.52
H 0.38 -3.43 0.31
O 0.60 -2.61 -3.92
H -0.24 -2.54 -4.41
H 1.32 -2.69 -4.39
O 1.15 -0.69 1.96
H 1.21 -0.52 1.09
H 1.29 0.02 2.47
O -2.03 -3.46 1.47
H 2.94 3.49 0.07
H -1.08 -4.04 1.33
O -2.51 3.76 -1.56
H -1.59 3.83 -1.20
H -2.64 4.66 -1.90
O -1.41 1.04 3.17
H -0.51 1.01 2.74
H -1.38 -1.15 -0.55
O 1.32 -0.01 -3.57
H 0.63 0.31 -4.10
H 0.05 -1.36 -0.32
O 2.34 4.00 -0.44
H 4.96 -1.42 0.21
H -1.38 -0.27 3.25
O -1.40 -1.51 3.11
H -1.85 -1.56 2.13
H -0.37 -1.83 2.82
H 0.40 3.96 4.00
H 1.15 -4.73 0.40

=====

x:
DFT (ωB97M-V/def2-TZVPD) results for a 17-piece molecular cluster, H35O17 overall.

Properties
Charge: +1

Cartesian coordinates (Å):
O -1.71 3.94 0.87
H -0.97 4.22 0.29
H -2.07 4.82 1.06
O 2.32 -1.19 2.34
H 1.72 -0.77 1.70
H 2.84 -1.79 1.81
O -2.00 -0.92 3.29
H -1.25 -0.46 3.65
H -2.47 -0.23 2.81
O -3.26 0.38 0.58
H -3.35 -0.66 0.40
H -3.05 2.81 -1.42
O -3.62 -1.82 -0.38
H -3.30 1.26 -0.62
O 3.91 1.33 2.53
H 4.80 1.54 2.87
H 3.90 0.35 2.60
O 1.71 -0.18 -2.52
H 2.25 -0.45 -1.77
H 2.00 0.69 -2.81
O -3.58 2.29 -0.80
H -3.01 -2.56 -0.60
H -3.48 2.81 0.03
O 1.02 -0.78 5.03
H 1.35 1.65 1.16
H 1.00 -1.35 4.25
O 4.00 -1.59 -1.20
H 4.75 -1.71 -0.62
H 3.99 -2.12 -2.02
O 1.37 -1.91 -4.12
H 0.96 -2.75 -4.30
H 1.18 -1.20 -4.73
O -0.04 -3.69 -0.20
H -0.26 -2.77 -0.36
H -0.57 -3.82 0.61
O 2.12 4.78 -0.56
H 2.41 3.98 -1.10
H 2.61 4.67 0.26
O -0.44 0.20 -0.59
H 0.36 0.36 -1.12
H 2.74 1.07 1.10
O -1.71 1.98 -2.67
H -1.45 2.02 -3.59
H -0.85 1.81 -2.26
O 1.85 0.95 0.72
H -2.27 0.42 0.65
H -0.90 -0.30 -1.29
O -2.78 -4.21 -0.87
H -1.83 -4.45 -0.98
H -3.23 -4.42 -1.69
H -4.40 -2.30 -0.06
H 0.71 0.04 4.65

=====

Most stable = x